Formula: C8H17ClINO4PSm
Source: OMol25
Level of theory: wB97M-V/def2-TZVPD

```
34
Properties=species:S:1:pos:R:3:forces:R:3
C -1.4661 0.8801 -1.0223 0.1 0.4 0.2
C -1.5311 -0.6175 -1.0749 -1.3 -0.8 1.8
H -2.4633 1.2863 -1.2704 0.4 -0.1 0.0
H -0.7175 1.3217 -1.6977 -0.3 -0.1 0.1
H -1.2519 1.1782 0.0212 -0.2 0.0 -0.6
O -2.0272 -1.2828 -0.1642 0.7 1.5 -2.3
I 0.8562 -2.1941 0.6692 1.2 0.4 0.7
Sm 2.1307 0.9216 0.6555 -0.5 -1.7 -0.9
P -0.8194 -1.5149 -2.5608 0.4 0.1 0.6
C -1.1732 -3.2089 -2.1019 0.1 -0.4 -0.4
C -1.5213 -0.9307 -4.1062 -0.4 0.0 0.0
H 1.0604 0.0261 -2.6323 -0.1 -0.3 -0.1
H 1.3564 -1.4691 -3.5757 -0.2 0.2 0.2
H 1.4616 -1.5129 -1.7895 -0.3 0.2 -0.6
C 0.9280 -1.0663 -2.6454 0.5 -0.4 0.0
H -1.1677 0.0904 -4.3238 -0.1 -0.4 0.2
H -1.1915 -1.5985 -4.9161 -0.1 0.2 0.2
H -1.1989 -3.8431 -2.9958 0.0 0.0 0.2
H -2.1449 -3.2042 -1.5862 0.3 -0.1 -0.3
H -2.6146 -0.9360 -4.0352 0.2 0.0 -0.2
H -0.4155 -3.5698 -1.3848 -0.3 0.2 -0.5
C -0.1362 0.0758 1.8149 -2.0 1.1 2.7
O -0.9363 0.1190 2.6600 2.2 -0.6 -2.5
Cl 2.6228 2.2333 -1.3984 -0.1 -0.2 0.1
N -0.1185 3.4043 3.8794 -0.3 0.2 0.2
C 1.1829 2.7367 4.1613 0.2 0.4 0.8
C 1.7037 2.2516 2.8806 0.4 -2.0 -2.5
O 2.6058 1.3240 2.8190 -1.2 2.1 0.8
O 1.0955 2.6433 1.8059 1.0 -0.2 1.6
H 0.0387 4.3407 3.4905 -0.1 -0.2 -0.1
H -0.7140 3.5133 4.7078 0.2 -0.1 0.0
H -0.6146 2.8403 3.1743 -0.1 0.3 0.1
H 1.9048 3.4472 4.5460 0.0 0.3 0.4
H 1.0671 1.9322 4.8808 -0.1 -0.1 0.0
```
Positions in Å, forces in eV/Å.

## Properties
molecular weight = 534.9 g mol⁻¹
frontier orbital gap (alpha / beta) = 6.873 / 8.239 eV
relative energy (zero: lowest compared OMol25 entry of this formula, charge and spin) = 0.0 kcal per mole
charge = +2
2S+1 = 6

Formula: C5H7NO
Source: OMol25
Level of theory: wB97M-V/def2-TZVPD

```
14
Properties=species:S:1:pos:R:3:forces:R:3
C 1.2172 0.3139 -1.3741 0.1 0.0 0.2
C 0.7266 0.5442 0.0768 -0.1 -0.1 0.3
C -0.6693 -0.0287 0.5146 0.3 -0.1 -0.4
C -1.3501 -0.3722 -0.7281 -0.1 -0.3 -1.1
N -1.5282 -0.6075 -1.8462 -0.5 0.0 1.0
C -1.0770 -0.7345 1.7641 0.2 -0.2 -0.1
O -1.4429 0.6104 1.5204 0.2 0.3 -0.3
H 1.2942 -0.7361 -1.6802 -0.1 0.2 0.3
H 2.2239 0.7367 -1.3550 0.1 -0.1 -0.3
H 0.6579 0.8429 -2.1565 0.0 -0.1 0.5
H 1.5109 0.1438 0.7251 -0.2 0.1 0.2
H 0.7091 1.6343 0.2059 -0.2 -0.3 0.3
H -1.9047 -1.4543 1.7552 0.3 0.3 -0.2
H -0.3675 -0.8931 2.5778 0.1 0.1 -0.3
```
Positions in Å, forces in eV/Å.

## Properties
molecular weight = 97.1 g mol⁻¹
frontier orbital gap = 11.981 eV
relative energy (zero: lowest compared OMol25 entry of this formula, charge and spin) = 51.0 kcal per mole
charge = 0
2S+1 = 1

Formula: C33H31N10OPtSe2
Source: OMol25
Level of theory: wB97M-V/def2-TZVPD

```
78
Properties=species:S:1:pos:R:3:forces:R:3
Pt -1.8361 -2.1000 1.1410 0.0 -0.1 -0.3
N 1.2170 -4.7292 2.6090 0.0 0.0 0.0
C 0.1832 -4.2610 1.9303 0.0 0.0 0.0
N -0.2774 -3.0486 2.0673 0.0 0.0 -0.1
C 0.3479 -2.1377 2.9749 -0.1 0.1 0.0
N -0.1111 -0.9393 3.0868 0.0 -0.1 -0.1
N -1.1748 -0.6940 2.2879 0.1 0.1 0.2
C -1.9050 0.4323 2.3092 0.0 0.0 0.0
C -3.0306 0.4388 1.4656 0.0 0.0 0.0
C -3.9421 1.5114 1.3510 0.0 0.0 0.0
C -5.0332 1.3936 0.5356 0.0 0.0 0.0
C -5.2471 0.2024 -0.1850 0.0 0.0 0.0
C -4.3425 -0.8158 -0.0535 0.0 0.0 0.0
N -3.2571 -0.7152 0.7334 0.1 0.1 0.1
C 1.4783 -2.6296 3.7482 0.0 0.0 0.0
C 2.1432 -1.8397 4.6874 0.0 0.0 0.0
C 3.2052 -2.3609 5.3988 0.0 0.0 0.0
C 3.6207 -3.6742 5.1868 0.0 0.0 0.0
C 2.9735 -4.4732 4.2628 0.0 0.0 0.0
C 1.9067 -3.9423 3.5531 0.0 0.0 0.0
H 1.5164 -5.6798 2.4518 0.0 0.0 0.0
H -0.3007 -4.9229 1.2232 0.0 0.0 0.0
H -1.6375 1.2424 2.9712 0.0 0.0 0.0
H -3.7659 2.4098 1.9261 0.0 0.0 0.0
H -5.7365 2.2105 0.4502 0.0 0.0 0.0
H -6.1046 0.0811 -0.8294 0.0 0.0 0.0
H -4.4591 -1.7537 -0.5803 0.0 0.0 0.0
H 1.8094 -0.8242 4.8470 0.0 0.0 0.0
H 3.7157 -1.7479 6.1283 0.0 0.0 0.0
H 4.4519 -4.0759 5.7495 0.0 0.0 0.0
H 3.2893 -5.4956 4.0967 0.0 0.0 0.0
Se -0.0866 -1.0350 -0.6903 -0.2 -0.2 0.1
C -0.7167 -1.3315 -2.4081 0.2 0.1 0.1
C 0.1180 -0.9153 -3.4643 -0.1 0.0 -0.1
C -0.2955 -1.0928 -4.7684 0.0 0.0 0.0
C -1.5337 -1.6746 -5.0290 0.0 0.0 0.0
C -2.3587 -2.0904 -3.9844 0.0 0.0 0.0
C -1.9575 -1.9287 -2.6756 -0.1 -0.1 0.0
H 1.0773 -0.4628 -3.2505 0.0 0.0 0.0
H 0.3410 -0.7809 -5.5846 0.0 0.0 0.0
H -1.8573 -1.8086 -6.0525 0.0 0.0 0.0
H -3.3161 -2.5431 -4.2049 0.0 0.0 0.0
H -2.5772 -2.2722 -1.8606 0.0 0.0 0.0
C 3.6906 8.1917 -0.7794 0.0 0.0 0.0
N 4.4902 7.6101 -1.8542 0.0 0.0 0.0
C 4.3716 6.3644 -2.3688 0.0 0.0 0.0
Se 3.1938 5.0470 -1.8755 0.1 0.1 0.0
N 5.2968 6.2432 -3.3507 0.0 0.0 0.0
C 6.0129 7.4031 -3.4769 0.0 0.0 0.0
C 7.0560 7.7767 -4.3279 0.0 0.0 0.0
C 7.5366 9.0515 -4.1674 0.0 0.0 0.0
C 7.0093 9.9400 -3.1968 0.0 0.0 0.0
C 5.9862 9.5791 -2.3581 0.0 0.0 0.0
C 5.4909 8.2803 -2.5145 0.0 0.0 0.0
H 3.0319 7.4284 -0.3797 0.0 0.0 0.0
H 3.1032 9.0176 -1.1756 0.0 0.0 0.0
H 4.3567 8.5501 0.0023 0.0 0.0 0.0
H 5.4099 5.3995 -3.8925 0.0 0.0 0.0
H 7.4591 7.1015 -5.0693 0.0 0.0 0.0
H 8.3436 9.3965 -4.7989 0.0 0.0 0.0
H 7.4318 10.9324 -3.1217 0.0 0.0 0.0
H 5.5861 10.2603 -1.6207 0.0 0.0 0.0
C -3.8337 -5.6763 -1.3526 0.0 0.0 0.0
N -4.1621 -5.3648 0.0428 0.0 0.0 0.0
C -5.1157 -6.0632 0.7230 0.0 0.0 0.0
C -5.4331 -5.7645 1.9978 0.0 0.0 0.0
C -4.7267 -4.6854 2.6065 0.0 0.0 0.0
N -3.7893 -4.0076 1.9330 0.0 0.0 -0.1
C -3.5215 -4.3360 0.6735 -0.1 0.0 0.1
O -2.6457 -3.6910 0.0033 0.0 0.1 0.1
N -4.9744 -4.3198 3.8588 0.0 0.0 0.0
H -4.3428 -6.5947 -1.6287 0.0 0.0 0.0
H -2.7605 -5.8070 -1.4591 0.0 0.0 0.0
H -4.1617 -4.8686 -2.0041 0.0 0.0 0.0
H -5.5944 -6.8633 0.1762 0.0 0.0 0.0
H -6.1898 -6.3229 2.5269 0.0 0.0 0.0
H -5.6705 -4.7859 4.4152 0.0 0.0 0.0
H -4.4693 -3.5481 4.2618 0.0 0.0 0.0
```
Positions in Å, forces in eV/Å.

## Properties
molecular weight = 936.7 g mol⁻¹
frontier orbital gap (alpha / beta) = 6.388 / 5.067 eV
relative energy (zero: lowest compared OMol25 entry of this formula, charge and spin) = 0.0 kcal per mole
charge = +3
2S+1 = 5

Formula: C26H50OP2SiY
Source: OMol25
Level of theory: wB97M-V/def2-TZVPD

```
81
Properties=species:S:1:pos:R:3:forces:R:3
Y 1.1813 -0.9055 1.0049 -0.1 1.1 0.4
C -1.0405 -1.0219 2.4775 0.8 -0.9 0.8
C -0.8019 -2.2392 1.7595 0.6 -0.6 1.3
C 0.9453 -1.9384 3.2847 -1.5 0.1 0.3
C 0.0004 -0.8780 3.4405 -0.3 -1.2 -0.5
C 0.4150 -2.8215 2.2924 -1.2 0.5 0.2
C -2.3279 -0.2894 2.6193 -0.7 0.6 -0.3
H -2.9631 -0.3311 1.7271 0.3 0.0 0.2
H -2.1579 0.7658 2.8639 -0.1 -0.1 -0.2
H -2.9519 -0.6787 3.4418 0.4 -0.1 -0.2
C -0.1255 -0.0289 4.6421 0.2 1.1 0.4
H -1.1832 0.2042 4.8457 0.5 0.1 -0.1
H 0.4368 0.9048 4.5194 -0.3 0.0 0.2
H 0.2693 -0.4849 5.5602 0.0 -0.2 -0.4
C 2.0570 -2.2116 4.2406 0.7 -0.1 0.1
H 1.7533 -2.1425 5.2965 -0.2 0.0 -0.4
H 2.8876 -1.4925 4.1488 -0.1 -0.3 -0.1
H 2.4312 -3.2306 4.0910 0.2 0.3 0.1
C 0.9532 -4.1651 1.9784 0.2 -0.7 -0.2
H 1.2490 -4.6765 2.8998 0.1 0.1 -0.1
H 1.8355 -4.1372 1.3191 -0.1 -0.2 0.1
H 0.1943 -4.8124 1.5231 0.2 0.2 -0.1
C -1.8228 -2.9765 0.9586 -0.2 -0.3 -0.7
H -1.8617 -4.0463 1.2226 0.1 0.4 -0.1
H -1.6044 -2.9170 -0.1211 -0.4 -0.2 0.3
H -2.8360 -2.5850 1.1370 0.4 0.0 -0.1
C -2.4379 2.1997 -0.7827 0.8 -0.7 1.0
C -3.2378 1.2032 -0.3364 -0.4 0.9 0.2
C -3.4524 -0.1390 -1.0045 0.0 -0.3 0.3
C -3.1763 -0.2045 -2.5267 0.1 -0.4 -0.5
C -1.6879 -0.2887 -3.0392 0.5 -2.2 0.8
C -0.6686 -0.6426 -1.9585 -0.4 -0.4 0.5
C -0.5702 0.5133 -0.9178 0.1 -0.1 -0.6
C -1.1355 1.8520 -1.4356 -0.4 0.5 0.5
H -4.5316 -0.3749 -0.8643 0.5 0.3 -0.2
H -3.7283 0.5717 -3.0908 0.3 0.1 0.5
H -2.9798 -0.9991 -0.4611 0.0 0.6 -0.6
H -1.3788 1.7853 -2.5500 0.5 0.4 1.3
H -2.5609 3.2574 -0.5590 -0.2 -0.3 0.6
H -3.8012 1.3533 0.5944 -0.6 0.4 -0.9
H -0.3558 2.6301 -1.3718 -0.6 0.0 0.1
H -1.1570 0.2490 -0.0291 0.3 0.0 0.0
H -0.9363 -1.5993 -1.4377 0.5 0.6 -0.4
H 0.4979 0.6684 -0.6244 -0.3 0.2 -0.2
H -3.6839 -1.1371 -2.8603 0.5 0.4 0.1
H -1.6958 -1.0749 -3.8069 0.0 -0.2 0.6
P -0.7561 1.0923 -3.9896 -2.0 1.0 -2.1
C -0.5990 2.9094 -4.4977 0.6 0.7 -1.0
C -1.6000 0.4307 -5.4714 0.9 0.4 -1.0
P 1.0466 -0.8775 -2.7735 -0.8 -0.1 0.2
C 0.9902 0.6738 -3.7965 0.3 -0.6 0.4
C 0.8861 -2.1923 -4.0191 0.3 -0.6 0.0
C 2.7798 -0.8156 -2.2112 1.2 0.0 -0.1
H 0.3757 3.3611 -4.2261 -0.5 -0.2 -0.1
H -1.3943 3.5250 -4.0471 0.2 -0.4 0.0
H -0.7140 2.9747 -5.5938 0.1 0.2 0.4
H -1.3101 1.0265 -6.3446 -0.4 -0.3 -0.1
H -2.6830 0.5055 -5.2659 0.5 -0.1 -0.3
H -1.3140 -0.6252 -5.6276 -0.3 0.5 -0.2
H 3.4957 -0.5468 -3.0178 -0.2 0.0 0.1
H 3.0647 -1.8013 -1.8021 -0.2 0.5 -0.1
H 2.8715 -0.0296 -1.4355 -0.1 -0.4 -0.3
H 1.5436 1.4801 -3.2720 -0.5 -0.3 -0.2
H 1.4868 0.5323 -4.7803 -0.2 0.0 0.5
H 1.4362 -3.0687 -3.6385 -0.2 0.2 -0.3
H 1.3020 -1.9124 -5.0053 -0.1 0.0 0.6
H -0.1607 -2.4947 -4.1694 0.3 0.2 0.2
C 1.0282 3.2315 2.9757 -0.1 0.2 -0.3
Si 2.4860 2.0864 2.6751 0.0 0.4 0.5
C 3.7888 2.8736 1.5812 0.2 0.2 -0.1
C 3.2033 1.7261 4.3797 0.2 -0.2 0.0
O 1.9977 0.7258 1.9021 0.1 -0.3 -0.6
H 1.3947 4.1602 3.4307 -0.1 -0.1 -0.1
H 0.2590 2.8313 3.6432 0.2 -0.1 0.0
H 0.5054 3.4950 2.0503 0.1 0.1 0.0
H 4.2572 3.7573 2.0365 -0.1 -0.2 -0.1
H 4.5941 2.1602 1.3621 -0.1 0.0 0.2
H 3.3834 3.1750 0.6063 -0.1 0.0 0.2
H 2.4538 1.3552 5.0898 0.1 0.1 -0.2
H 3.9884 0.9629 4.3146 0.0 0.1 0.0
H 3.6580 2.6254 4.8263 -0.2 -0.2 -0.2
```
Positions in Å, forces in eV/Å.

## Properties
molecular weight = 557.6 g mol⁻¹
frontier orbital gap (alpha / beta) = 4.034 / 5.424 eV
relative energy (zero: lowest compared OMol25 entry of this formula, charge and spin) = 21.1 kcal per mole
charge = +1
2S+1 = 1